Here is one molecule with the formula C3H11NO2Si from OMol25. Energies are from wB97M-V/def2-TZVPD.

Each line ends with the Mulliken charge.
Cartesian coordinates (Å):
Si -0.50225 0.11638 0.01771  0.517
H -0.33844 -3.42652 -0.87934  0.280
H -1.11364 1.22602 -2.19870  0.286
O -0.80559 -1.65874 -0.39785  -0.417
H -2.80147 0.28178 0.71972  0.217
C -0.25477 1.31295 -1.47284  -0.900
C 0.10707 -2.46528 -1.01951  -0.635
H 0.21272 -2.36104 -2.22112  0.200
C 1.53125 0.86318 1.74731  -0.741
H 1.08892 -2.38712 -0.75200  0.311
H 1.03512 1.77314 1.93752  0.344
N -1.94247 0.79501 0.80719  -0.490
O 0.73935 -0.04407 1.05997  -0.281
H -1.80424 1.28472 1.67347  0.208
H -0.00738 2.19252 -0.94015  0.279
H 0.68912 1.05387 -2.06031  0.276
H 1.65840 0.38547 2.68438  0.293
H 2.50829 1.05775 1.29454  0.251

Cartesian forces (eV/Å) of the 6 atoms listed first:
Si -1.72 -2.26 -1.03
H 0.54 -1.15 0.00
H 0.76 0.78 1.14
O -0.47 5.08 1.18
H -0.19 0.06 0.33
C 1.27 -3.35 -0.91

LUMO in eV: 0.752
Total energy in eV: -16753.71119
2S+1: 1
F_max in eV Å⁻¹: 5.24
SMILES string: CO[Si](C)(N)OC
Net charge: 0

***

Here is C3H11NO2Si2 as an isolated structure from OMol25. Energies are from wB97M-V/def2-TZVPD.

Each line ends with the Mulliken charge.
Cartesian coordinates (Å):
H 0.37351 -0.96948 1.89562  0.373
C -0.61604 -1.34506 1.61499  -0.968
H -0.54403 -2.43371 1.57823  0.337
H 1.18141 -1.94753 -0.59215  -0.114
Si -0.06252 -1.29060 -1.03762  0.298
H 0.30306 1.21947 1.38503  0.315
Si 1.78440 0.74198 -1.70082  0.526
H -1.37838 -1.13357 2.36501  0.356
H -1.20369 2.15470 1.63387  0.318
H 1.61906 2.15741 -1.31992  -0.131
H 2.63712 0.60670 -2.88938  -0.161
H -0.33188 2.32344 0.14810  0.245
H 2.44326 0.07654 -0.55797  -0.111
O -2.51825 0.82839 -0.14184  -0.510
H -0.75369 -2.27243 -1.89381  -0.174
N -1.11724 -0.86703 0.30509  0.161
O 0.27983 0.03467 -2.03377  -0.238
C -1.49170 0.51648 0.32815  0.419
C -0.60422 1.59963 0.91317  -0.940

Cartesian forces (eV/Å) of the 6 atoms listed first:
H -0.17 0.16 0.13
C -0.28 -0.46 -0.25
H 0.04 0.03 -0.05
H 0.02 0.15 0.30
Si -1.12 -0.21 -1.28
H -0.04 0.10 0.04

LUMO in eV: 0.732
Total energy in eV: -24631.30368
2S+1: 1
F_max in eV Å⁻¹: 3.02
Net charge: 0

***

Here is a 3-piece molecular cluster, C3H11NO3 overall from OMol25. Energies are from wB97M-V/def2-TZVPD.

Each line ends with the Mulliken charge.
Cartesian coordinates (Å):
H -1.53409 0.86009 0.76901  0.385
C -0.79405 0.17348 -1.88965  -0.984
H 1.79058 2.91908 1.93300  0.298
H -1.37692 -0.74861 -1.93292  0.357
H 0.75739 -1.44057 -0.91139  0.474
H 0.00570 -1.66598 1.50095  0.281
H -1.49572 1.00516 -1.99520  0.373
C -0.15767 -0.58106 1.68836  -0.015
O 1.06723 -2.37663 -0.91863  -0.686
H -0.11627 0.01971 -2.73165  0.325
H -1.54459 -0.95808 0.23295  0.409
C -1.00469 -0.05704 0.50868  -0.571
O 1.16226 2.40032 1.41679  -0.624
O 0.02711 -0.10642 2.77152  -0.514
H 0.45085 1.04635 -0.59766  0.196
H 1.97785 -2.35893 -1.27368  0.300
H 0.85213 1.69026 2.03211  0.346
N -0.06710 0.17886 -0.60260  -0.352

Cartesian forces (eV/Å) of the 6 atoms listed first:
H -0.63 -0.31 0.06
C -0.16 -1.07 0.23
H -0.11 -0.10 -0.09
H -0.23 0.03 0.15
H 0.39 -0.22 0.15
H 0.90 0.23 0.12

LUMO in eV: 0.800
Total energy in eV: -10921.04840
2S+1: 1
F_max in eV Å⁻¹: 2.75
SMILES string: CNCC=O.O.O
Net charge: 0

***

Here is a 3-piece molecular cluster, C3H11NO3 overall from OMol25. Energies are from wB97M-V/def2-TZVPD.

Each line ends with the Mulliken charge.
Cartesian coordinates (Å):
H 0.58878 1.06894 -2.92908  0.309
O 1.24815 1.08335 0.03223  -0.594
H 1.09760 -0.94938 1.94275  0.310
H -0.83133 0.75002 -3.21024  0.307
H -0.37927 -1.35378 -2.34948  0.355
O -0.58134 -2.27965 -2.23967  -0.642
C -1.13824 -0.75679 2.14423  -1.009
H 0.09436 2.85013 1.62610  0.211
H 0.01801 1.58866 2.78619  0.202
H 0.22480 -1.05720 0.45043  0.077
C 0.49569 0.86895 0.95521  0.428
H -1.53939 0.15335 2.55085  0.358
N 0.09988 1.86816 1.82720  -0.386
O 0.01488 0.31360 -3.06426  -0.670
H -1.87845 -1.19848 1.47282  0.290
C 0.21357 -0.56535 1.42707  -0.128
H -1.04429 -1.57057 2.87010  0.272
H 0.25851 -2.73198 -2.15462  0.310

Cartesian forces (eV/Å) of the 6 atoms listed first:
H 0.53 -0.03 0.32
O -0.64 0.14 -0.96
H -0.18 0.27 0.26
H -0.20 -0.26 -0.09
H 0.41 0.62 -0.17
O -0.51 -0.81 0.29

LUMO in eV: 0.710
Total energy in eV: -10922.19528
2S+1: 1
F_max in eV Å⁻¹: 2.44
SMILES string: CCC(N)=O.O.O
Net charge: 0

***

Here is a 3-piece molecular cluster, C3H11NO3 overall from OMol25. Energies are from wB97M-V/def2-TZVPD.

Each line ends with the Mulliken charge.
Cartesian coordinates (Å):
H -0.59600 -0.63762 -0.61059  0.211
H 0.55889 3.72889 -1.03331  0.303
O -2.31988 1.58870 -1.17877  -0.636
H -1.62940 -2.43501 0.62715  0.339
C 1.15368 -0.24201 0.34778  0.456
H 0.92042 2.27654 -0.75320  0.382
H 0.07890 -2.82992 0.59502  0.378
H -0.86673 0.04811 1.00377  0.301
H -2.90490 2.02448 -1.80270  0.304
O 0.25026 2.83701 -1.18830  -0.687
C -0.31301 -0.70256 0.44707  -0.015
H 1.80577 -2.14315 0.69805  0.163
H -0.60513 -2.15007 2.03677  0.322
N 2.05209 -1.26511 0.28345  -0.398
C -0.64795 -2.09780 0.94724  -1.356
H 3.01130 -0.99820 0.46797  0.271
H -1.49060 2.08648 -1.21652  0.387
O 1.54229 0.91124 0.32912  -0.725

Cartesian forces (eV/Å) of the 6 atoms listed first:
H -0.45 0.21 0.14
H -0.07 0.30 -0.02
O -0.17 -0.16 0.03
H -0.07 0.17 -0.06
C -0.19 -1.06 1.13
H -0.38 -0.14 0.11

LUMO in eV: 0.836
Total energy in eV: -10922.86376
2S+1: 1
F_max in eV Å⁻¹: 1.56
SMILES string: CCC(N)=O.O.O
Net charge: 0

***

Here is a 3-piece molecular cluster, C3H11NO3 overall from OMol25. Energies are from wB97M-V/def2-TZVPD.

Each line ends with the Mulliken charge.
Cartesian coordinates (Å):
C 1.04015 0.24731 -1.19652  -1.207
H 1.21478 0.84473 -2.11516  0.357
O 2.96403 -0.97132 -2.00617  -0.574
H 1.86323 0.31364 1.30866  0.262
C 1.82321 -0.78869 1.29246  -0.898
O -2.82428 1.65534 1.04986  -0.617
H 0.01630 0.02578 -0.95134  0.383
C 2.08480 -0.82391 -1.19852  0.676
H -2.91247 2.55871 0.74529  0.319
H 2.91916 -2.13877 0.09038  0.267
H 2.60373 -0.89417 2.02976  0.365
H -3.52106 0.36365 -0.77761  0.331
O -4.09773 -0.33966 -1.10480  -0.643
H -4.70694 -0.37356 -0.35926  0.311
H 1.32113 1.22850 -0.69464  0.288
N 2.16351 -1.47096 0.08852  -0.195
H -2.84871 1.68434 2.00945  0.301
H 0.89716 -1.12096 1.78964  0.272

Cartesian forces (eV/Å) of the 6 atoms listed first:
C 1.00 3.21 -1.59
H -1.06 -1.29 -0.73
O -0.51 -0.46 -0.83
H -0.56 -0.30 -0.97
C -0.05 0.62 1.71
O 0.02 -0.33 -0.18

LUMO in eV: 0.275
Total energy in eV: -10921.19557
2S+1: 1
F_max in eV Å⁻¹: 4.04
SMILES string: CNC(C)=O.O.O
Net charge: 0

***

Here is a 3-piece molecular cluster, C3H11NO3 overall from OMol25. Energies are from wB97M-V/def2-TZVPD.

Each line ends with the Mulliken charge.
Cartesian coordinates (Å):
H 0.49138 1.54620 -0.74146  0.333
H -0.72033 -2.18605 -1.00170  0.309
H 0.05924 0.47821 -2.13941  0.425
C 0.04189 0.60498 -1.06416  -1.342
N 0.53070 -0.66834 0.86768  -0.218
H -0.99395 0.63154 -0.70420  0.404
O -1.58071 0.70543 1.36786  -0.919
H -2.34923 0.72918 1.94798  0.107
C 0.75258 -0.58019 -0.45262  0.378
H 1.82698 -0.49947 -0.64200  0.270
O 0.56436 -1.86484 -2.48278  -0.383
H 0.18638 3.25894 1.97618  0.283
H -0.53452 1.94197 1.43747  0.398
H 0.94525 -2.84268 -0.80572  0.313
H 0.66621 -1.59727 1.26982  0.298
O 0.17418 2.63498 1.24822  -0.673
H -0.39780 -0.23981 1.19964  0.317
C 0.33741 -2.05280 -1.28080  -0.300

Cartesian forces (eV/Å) of the 6 atoms listed first:
H 0.19 -0.14 0.11
H -0.19 0.88 0.34
H 0.09 0.33 -0.20
C -0.47 -0.81 -0.52
N -1.36 -2.23 -1.00
H 0.09 0.05 -0.04

LUMO in eV: -3.817
Total energy in eV: -10916.41363
2S+1: 1
F_max in eV Å⁻¹: 6.42
Net charge: 0

***

Here is a 4-piece molecular cluster, C3H11NO3 overall from OMol25. Energies are from wB97M-V/def2-TZVPD.

Each line ends with the Mulliken charge.
Cartesian coordinates (Å):
N 0.81514 -0.85197 1.96959  -0.250
H 0.06832 -0.38107 -2.05656  0.315
H 0.79233 0.96062 -2.16514  0.317
H 2.24050 -1.93549 0.99797  0.267
H -0.32016 1.85223 3.31448  0.238
H -0.26358 -1.69875 0.18141  0.307
C 1.28178 -1.92704 1.53782  -0.481
C 0.15890 0.31589 1.92267  0.096
H -0.79785 0.18093 3.83708  0.253
O -0.00177 0.49455 -2.45930  -0.683
H -1.14647 -2.74052 -0.63372  0.281
H 0.86386 -2.91685 1.75121  0.362
H 0.20183 0.94973 1.03583  0.332
C -0.37007 0.80608 3.06685  -0.764
H -0.24058 2.82823 -4.30054  0.297
H -0.75594 1.97212 -3.15963  0.411
O -0.77058 2.89460 -3.49980  -0.671
O -0.79639 -1.84840 -0.61212  -0.628

Cartesian forces (eV/Å) of the 6 atoms listed first:
N -1.91 -0.98 -1.63
H -0.40 -0.10 0.03
H -0.16 -0.03 -0.10
H 0.00 -0.14 0.00
H -0.75 0.41 -0.54
H -0.45 -0.45 -0.14

LUMO in eV: -0.130
Total energy in eV: -10918.82474
2S+1: 1
F_max in eV Å⁻¹: 2.70
SMILES string: C=CN=C.O.O.O
Net charge: 0